Record 1
Molecular formula: C23H32N4O2S2
Method: DFT, wB97M-V/def2-TZVPD

Calculated values
**Structure (SMILES)**: CCOC(=O)c1ccc(NC(=S)N(CCCN2CCN(C)CC2)Cc2cccs2)cc1
**DFT total energy**: -56096.7911 eV
**Lowest unoccupied orbital energy**: 0.5692 eV
**Largest force on an atom**: 0.7 eV/A
**ΔE to the lowest compared entry with this formula, charge and spin**: 0.0 kJ/mol

Geometry as XYZ:
```
63
C23H32N4O2S2 | OMol25 | wB97M-V/def2-TZVPD
C 6.86727 3.64676 -1.51989
C 6.38033 3.80920 -0.08652
O 5.03765 3.35576 0.06367
C 4.86048 2.03887 0.25260
O 5.77146 1.24589 0.31408
C 3.43482 1.67489 0.38595
C 3.11298 0.34893 0.67047
C 1.79778 -0.03270 0.80812
C 0.76897 0.89781 0.66172
N -0.55130 0.47076 0.75490
C -1.59733 1.22450 1.22223
S -1.35802 2.48765 2.26667
N -2.83426 0.84848 0.82560
C -3.06559 -0.16842 -0.17354
C -3.39448 -1.53807 0.44465
C -2.84618 -2.67034 -0.42421
N -1.40376 -2.79431 -0.24286
C -1.09688 -3.74053 0.82087
C 0.40476 -3.82823 1.05848
N 1.08202 -4.21647 -0.16166
C 2.50589 -4.37336 0.03675
C 0.78280 -3.26853 -1.21719
C -0.72163 -3.21954 -1.45598
C -4.01379 1.51889 1.33213
C -4.65447 2.37498 0.29106
C -5.96595 2.43829 -0.06560
C -6.21486 3.38040 -1.08960
C -5.08630 4.00921 -1.50072
S -3.69530 3.47809 -0.64097
C 1.09093 2.22155 0.35849
C 2.40827 2.60476 0.23038
H 6.20185 4.16749 -2.20456
H 6.89201 2.59235 -1.78394
H 7.86846 4.05755 -1.61418
H 6.35945 4.86146 0.20556
H 7.02462 3.24466 0.59601
H 3.91478 -0.36455 0.78799
H 1.55263 -1.05793 1.04291
H -0.70737 -0.52226 0.60973
H -2.18217 -0.25473 -0.80902
H -3.89576 0.16606 -0.80297
H -2.94751 -1.59955 1.43843
H -4.47290 -1.65213 0.55778
H -3.35858 -3.61341 -0.18084
H -3.05871 -2.44341 -1.47185
H -1.59003 -3.41400 1.73959
H -1.47102 -4.74669 0.56419
H 0.60201 -4.58543 1.82139
H 0.77120 -2.85853 1.44089
H 3.00025 -3.43711 0.33936
H 2.67645 -5.12298 0.80794
H 2.95695 -4.71921 -0.89185
H 1.28097 -3.60016 -2.13110
H 1.14722 -2.25427 -0.97421
H -0.93867 -2.50171 -2.25124
H -1.06241 -4.21779 -1.77702
H -3.69134 2.13512 2.18001
H -4.73271 0.77269 1.68560
H -6.73269 1.83740 0.39071
H -7.19008 3.57228 -1.49958
H -4.97853 4.75872 -2.25910
H 0.30362 2.94564 0.22452
H 2.65174 3.62931 -0.00119
```

---

Record 2
Molecular formula: C23H32N4O5S
Method: DFT, wB97M-V/def2-TZVPD

Calculated values
**Structure (SMILES)**: COCCCNC(=O)CSc1nc2ccccc2c(=O)n1CCCC(=O)NC[C@@H]1CCCO1
**DFT total energy**: -51405.5310 eV
**Lowest unoccupied orbital energy**: 0.3384 eV
**Largest force on an atom**: 0.9 eV/A
**ΔE to the lowest compared entry with this formula, charge and spin**: 14.0 kJ/mol

Geometry as XYZ:
```
65
C23H32N4O5S | OMol25 | wB97M-V/def2-TZVPD
C 2.91915 3.94603 -0.36520
O 4.01349 3.43956 -1.08664
C 4.82820 2.54237 -0.36790
C 4.16408 1.19798 -0.05822
C 3.72250 0.48806 -1.34088
N 2.91535 -0.67154 -1.04736
C 3.41235 -1.91601 -1.07917
O 4.53320 -2.20249 -1.44697
C 2.42641 -2.99843 -0.64842
S 1.66463 -2.64326 0.95752
C 0.02563 -2.21172 0.47480
N -0.27024 -2.31697 -0.76908
C -1.54409 -2.04647 -1.17392
C -1.88038 -2.17504 -2.52630
C -3.17236 -1.93720 -2.93307
C -4.15582 -1.57176 -2.01285
C -3.83736 -1.42819 -0.68218
C -2.52873 -1.65652 -0.25065
C -2.16265 -1.48830 1.14676
O -2.90570 -1.08953 2.02469
N -0.84086 -1.82707 1.45434
C -0.46737 -1.75162 2.85487
C -0.24285 -0.32025 3.34669
C 0.87995 0.41518 2.60147
C 0.38486 1.04007 1.30814
O 0.56513 0.54534 0.20832
N -0.24670 2.21539 1.48415
C -0.80501 3.00628 0.41364
C -2.34114 3.07205 0.48259
C -2.99923 1.72655 0.12938
C -4.08262 2.11557 -0.87602
C -3.47251 3.36639 -1.50377
O -2.82524 4.03575 -0.43820
H 2.16253 3.17840 -0.17087
H 2.48082 4.72728 -0.98372
H 3.24135 4.37798 0.59120
H 5.69859 2.38320 -1.00888
H 5.16097 3.00997 0.57246
H 4.87402 0.57268 0.48458
H 3.29193 1.35220 0.58118
H 4.59599 0.14954 -1.90212
H 3.14241 1.17945 -1.95714
H 1.98578 -0.48941 -0.68548
H 1.59707 -3.07262 -1.35436
H 2.95228 -3.94791 -0.55981
H -1.11229 -2.46592 -3.22516
H -3.43245 -2.03917 -3.97648
H -5.16765 -1.40193 -2.34925
H -4.57704 -1.14297 0.05030
H -1.29493 -2.18312 3.42698
H 0.43014 -2.35337 3.00578
H -1.18124 0.23049 3.25711
H 0.01193 -0.38413 4.40573
H 1.68590 -0.28338 2.37193
H 1.27796 1.20735 3.23851
H -0.41412 2.54361 2.42265
H -0.40934 4.02592 0.46624
H -0.49249 2.55208 -0.52917
H -2.63128 3.41652 1.48530
H -3.39721 1.21826 1.00431
H -2.26524 1.07328 -0.34427
H -4.28035 1.33387 -1.60489
H -5.00851 2.37167 -0.36066
H -4.20522 4.05508 -1.92542
H -2.74452 3.09354 -2.28127
```

---

Record 3
Molecular formula: C23H32NS
Method: DFT, wB97M-V/def2-TZVPD

Calculated values
**Charge**: +1
**DFT total energy**: -36687.6444 eV
**Lowest unoccupied orbital energy**: -3.4864 eV
**Largest force on an atom**: 0.5 eV/A

Geometry as XYZ:
```
57
C23H32NS | OMol25 | wB97M-V/def2-TZVPD
C 3.88659 0.04475 -2.90736
C 4.78670 -1.07552 -2.40211
C 4.61627 -2.42831 -3.09874
N 3.25025 -2.68592 -3.64482
S 2.10709 -3.34924 -2.63363
C 0.99221 -2.02331 -2.11618
C 0.40166 -1.28420 -3.31978
H 4.08548 0.27044 -3.95563
H 4.06164 0.95068 -2.32945
H 2.82810 -0.19740 -2.82723
H 4.69932 -1.19512 -1.31968
H 5.82148 -0.77491 -2.57561
H 4.89732 -3.25199 -2.43629
H 5.26889 -2.49613 -3.96836
H 3.29168 -3.29797 -4.45391
H 2.83490 -3.42567 -1.50015
H 1.52725 -1.37413 -1.42613
H 0.23063 -2.56391 -1.54872
H 0.55662 -0.21296 -3.21485
H -0.66723 -1.46830 -3.40005
H 0.86666 -1.57355 -4.26305
C -0.43251 0.46229 2.73402
C -0.86790 0.11300 1.46307
C -0.05358 0.35307 0.36644
C 1.19652 0.93566 0.53160
C 1.62732 1.29176 1.80269
C 0.81100 1.05637 2.90148
H -1.06563 0.27765 3.59212
H -1.83979 -0.34218 1.32564
H -0.40923 0.09566 -0.62633
H 1.82555 1.13910 -0.32830
H 2.58912 1.76972 1.93712
H 1.14065 1.35038 3.88937
C -4.23316 -1.99501 0.54546
C -3.09264 -2.64891 0.10032
C -2.98341 -4.02689 0.22486
C -4.01781 -4.75430 0.79677
C -5.15864 -4.10165 1.24282
C -5.26663 -2.72345 1.11785
H -4.32031 -0.92019 0.44554
H -2.28578 -2.07735 -0.34562
H -2.09266 -4.53922 -0.11864
H -3.93548 -5.82874 0.89622
H -5.96543 -4.66837 1.68858
H -6.15717 -2.21667 1.46560
C -1.54845 4.16528 3.08887
C -0.56991 4.37414 2.12663
C -0.30208 5.66030 1.67787
C -1.01107 6.73698 2.19266
C -1.98885 6.52742 3.15545
C -2.25796 5.24150 3.60371
H -1.75659 3.16112 3.43718
H -0.01859 3.53250 1.72700
H 0.46069 5.82524 0.92718
H -0.80153 7.74022 1.84457
H -2.54083 7.36708 3.55750
H -3.02072 5.07916 4.35441
```

---

Record 4
Molecular formula: C23H33BrCl4F8KLiMgN5O9PS2
Method: DFT, wB97M-V/def2-TZVPD

Calculated values
**DFT total energy**: -245048.4486 eV
**Lowest unoccupied orbital energy**: -5.4107 eV
**Largest force on an atom**: 6.0 eV/A

Geometry as XYZ:
```
89
C23H33BrCl4F8KLiMgN5O9PS2 | OMol25 | wB97M-V/def2-TZVPD
C -0.46731 5.61564 4.67087
C -0.22540 5.04939 3.18580
C 0.18300 3.49386 3.17641
C -1.08551 2.48986 3.17017
C -1.94528 2.50695 1.82255
C -1.41282 1.51881 0.68308
C -1.22668 0.01851 1.16685
C 0.18329 -0.63005 1.47170
N 1.40070 0.20162 1.24504
C 2.12108 -0.50959 0.13087
C 2.81616 0.44826 -0.94062
C 2.26818 1.95104 -0.96581
C 3.06976 2.68396 -2.18391
C 0.26982 -2.13838 2.00555
C 1.68033 -2.84118 2.37956
C -0.98508 -3.04803 2.20918
C -2.37675 -2.42835 1.86738
C -2.44675 -0.91126 1.37868
C -4.00597 -0.68665 1.19929
O -4.65991 0.19750 0.60023
N -4.69242 -1.80137 1.95591
P -4.99070 -1.52149 3.68522
O -4.57097 -2.99577 4.53046
Br -3.60317 0.04423 4.58091
C -3.84398 -3.02151 1.89700
O -4.12757 -4.28483 1.82866
H 0.43929 5.30686 5.30210
H -1.41961 5.15450 5.09428
H -0.51827 6.76908 4.70810
H -1.11679 5.30891 2.51324
H 0.68121 5.63108 2.76307
H 0.92515 3.21719 2.34386
H 0.71802 3.30934 4.18615
H -0.78717 1.42779 3.51332
H -1.78196 2.89414 4.00374
H -3.07356 2.36567 2.03495
H -1.86594 3.57826 1.39441
H -0.40107 1.85844 0.24173
H -2.20956 1.52644 -0.15452
H 1.93322 0.11417 2.13671
H 2.93006 -1.16348 0.63203
H 1.34278 -1.18529 -0.38950
H 2.57184 0.00291 -1.98181
H 3.94172 0.41969 -0.75379
H 1.14764 1.99655 -1.24872
H 2.48776 2.50396 0.00877
H 2.70662 2.26863 -3.19507
H 3.02984 3.82393 -2.11891
H 4.15908 2.30306 -2.07830
H 2.35007 -2.14618 3.00858
H 2.26762 -3.03118 1.40485
H 1.49915 -3.85570 2.89643
H -0.91003 -4.13744 2.56441
H -3.59333 -2.98944 4.76852
K -3.91653 -5.08535 3.78599
F 4.56619 -0.02976 0.82607
C 0.77931 -2.14659 -3.66200
Cl 0.44163 -0.89482 -4.87275
Cl 0.19815 -3.71627 -4.25306
Cl 2.52936 -2.23617 -3.37185
Cl -0.05682 -1.73813 -2.14417
Li 4.13960 5.26892 -1.55691
C 0.10414 -5.70799 -10.92764
F 0.75743 -6.67503 -11.59975
F -0.87893 -5.26888 -11.74257
F -0.51667 -6.31198 -9.88837
S 1.20493 -4.35605 -10.38261
O 1.75287 -3.81420 -11.61055
O 2.17149 -5.00145 -9.51396
N 0.08842 -3.48011 -9.66514
S 0.65533 -2.15254 -9.01743
O 1.09186 -1.11409 -9.94476
O 1.49525 -2.31496 -7.84496
C -0.93583 -1.53899 -8.32636
F -1.47517 -2.41412 -7.44557
F -1.87687 -1.34107 -9.25041
F -0.79672 -0.36628 -7.67281
F -0.92930 -1.10552 -11.30341
C 0.48497 3.20907 7.43644
O 0.25638 4.41557 7.37539
N -0.38647 2.28428 6.95995
N 1.61185 2.69821 7.97455
H -0.22536 1.28786 6.99626
H -1.23891 2.63106 6.55209
H 2.28473 3.35252 8.33891
H 1.80537 1.70762 8.02959
Mg -1.42279 -0.84047 3.79648
O 0.53700 0.08908 8.35205
H 0.92029 0.03354 9.22362
```